{"formula": "C10H15N2O", "method": "ωB97M-V with the def2-TZVPD basis set", "charge": -1, "e_homo_ev": -1.9718, "relative_energy_kj_mol": 72.84, "homo_lumo_gap_ev": 5.7073, "species": ["C", "C", "C", "C", "C", "C", "C", "C", "C", "C", "N", "N", "O", "H", "H", "H", "H", "H", "H", "H", "H", "H", "H", "H", "H", "H", "H", "H"], "coordinates": [[-2.76649, -0.93695, 1.14275], [-2.66461, 0.46782, 1.19207], [-1.11298, -1.06236, -0.36356], [0.63638, 0.16709, 1.19859], [1.08686, -1.00229, 1.58263], [-0.71522, 0.31988, -0.06993], [1.94832, -1.18734, 2.79181], [1.14088, 0.36073, -1.83418], [-1.16211, 1.23395, -2.32327], [-0.03670, 1.04444, -1.28732], [-2.07333, -1.66682, 0.28106], [-1.68794, 1.12145, 0.54144], [-1.65981, 2.41199, 0.47338], [-3.45003, -1.39518, 1.76024], [-3.50471, 1.00305, 1.66690], [-0.47546, -1.69497, -1.00501], [0.83121, 1.02529, 1.72188], [0.95305, -1.88833, 0.98496], [1.46130, -1.80961, 3.49265], [2.92043, -1.61286, 2.45889], [2.05684, -0.25018, 3.29957], [0.99359, -0.79073, -1.98762], [1.84229, 0.63190, -1.03890], [1.31097, 0.64833, -2.90805], [-1.91741, 1.80659, -1.76083], [-1.49218, 0.25529, -2.42209], [-0.82413, 1.76236, -3.19881], [0.05972, 2.14529, -0.92399]], "forces_ev_per_a": [[0.51, 2.32, -0.21], [-0.06, -0.76, -0.24], [-0.68, -0.67, -0.02], [-2.68, -1.35, -2.98], [0.63, 0.17, 0.20], [4.97, -0.29, 0.36], [0.69, 0.10, -1.22], [0.38, -1.75, -0.91], [0.38, 1.16, 2.02], [-3.25, 2.62, 0.76], [1.24, -0.70, -0.69], [-2.89, -1.51, 0.94], [0.44, 1.49, -0.13], [-1.65, -1.05, 1.09], [1.04, 0.23, -0.20], [-0.52, 0.60, 0.11], [0.43, 2.21, 1.42], [-0.54, -0.35, -0.19], [-0.34, -1.20, 0.78], [-0.38, 0.20, 0.66], [0.50, 0.66, 0.18], [0.32, 1.94, 0.87], [1.18, -0.76, -0.96], [0.52, 0.45, 1.23], [-0.03, -0.05, -0.70], [-1.15, -1.75, -1.37], [0.01, -0.05, -0.50], [0.94, -1.93, -0.30]]}

{"formula": "C2H5NS2", "method": "ωB97M-V with the def2-TZVPD basis set", "charge": 0, "e_homo_ev": [-6.7339, -8.2604], "spin_multiplicity": 3, "relative_energy_kj_mol": 175.51, "homo_lumo_gap_ev": [7.3196, 5.8717], "species": ["C", "C", "N", "S", "S", "H", "H", "H", "H", "H"], "coordinates": [[1.43506, 0.36600, 0.44022], [-1.39447, 0.65648, -0.38003], [-0.10063, -1.48953, 0.11925], [3.05265, 0.20301, 0.16206], [0.13106, -0.18587, -0.74548], [0.95742, 0.10238, 1.45179], [-1.67532, 1.13400, -1.34978], [-1.06235, 1.36969, 0.33562], [-2.13194, -0.15148, -0.13113], [0.78853, -2.00469, 0.09747]], "forces_ev_per_a": [[-0.84, 0.54, 2.04], [-0.40, -0.78, -1.86], [-0.72, -2.11, 0.01], [0.02, -0.05, -0.43], [1.35, -0.12, -0.19], [0.76, 0.88, -1.58], [0.02, -0.10, 0.94], [-0.63, 0.63, 0.94], [0.70, 1.10, 0.25], [-0.25, -0.01, -0.11]]}

{"formula": "C10H12F3N2O2", "method": "ωB97M-V with the def2-TZVPD basis set", "charge": 1, "e_homo_ev": -12.0532, "homo_lumo_gap_ev": 7.4158, "species": ["N", "C", "C", "C", "F", "C", "F", "F", "H", "H", "H", "H", "H", "H", "H", "C", "C", "C", "C", "C", "C", "N", "O", "O", "H", "H", "H", "H", "H"], "coordinates": [[3.16830, 0.35713, 3.22313], [2.75495, 1.46318, 2.28145], [1.66163, 2.34283, 2.85035], [0.35844, 1.64172, 2.99989], [-0.53557, 2.26461, 3.79824], [-0.05917, 0.50284, 2.34530], [0.31922, -0.73726, 2.61854], [-0.92022, 0.53100, 1.34572], [4.12016, 0.06417, 2.99976], [3.14602, 0.63993, 4.20356], [2.56502, -0.45223, 3.06830], [3.63270, 2.08256, 2.12832], [2.51230, 1.06678, 1.30026], [1.53416, 3.17901, 2.16216], [1.99253, 2.74738, 3.81154], [-3.08732, -0.95538, -1.51245], [-1.76211, -1.27208, -1.24255], [-0.87733, -1.50287, -2.28215], [-1.33205, -1.40825, -3.58314], [-2.64814, -1.10181, -3.87170], [-3.52979, -0.87510, -2.82574], [-0.38358, -1.62900, -4.68606], [0.76010, -1.91228, -4.39155], [-0.79842, -1.50936, -5.81562], [-3.77608, -0.77031, -0.69858], [-1.41775, -1.33832, -0.22098], [0.15326, -1.75038, -2.07587], [-2.98951, -1.03648, -4.89405], [-4.56174, -0.63202, -3.03609]], "forces_ev_per_a": [[-0.01, -0.20, -0.79], [0.40, 1.03, -0.11], [0.39, -1.04, 1.27], [0.18, -1.23, 0.67], [-0.55, 1.07, -1.51], [-0.39, 1.25, -0.37], [1.28, 0.10, -1.10], [-1.04, -0.58, 1.36], [0.07, -0.07, 0.08], [-0.17, 0.02, 0.04], [-0.12, -0.11, 0.41], [0.17, 0.01, 0.09], [-0.15, -0.50, 0.10], [-0.12, 0.09, -0.07], [0.08, 0.23, -0.04], [0.00, 0.01, 0.00], [-0.13, 0.03, -0.11], [0.17, -0.01, 0.24], [-0.16, 0.05, 0.15], [-0.20, 0.05, -0.12], [0.08, -0.01, 0.11], [0.05, -0.02, -0.01], [0.11, -0.01, 0.07], [-0.08, 0.01, -0.13], [-0.01, -0.02, 0.00], [-0.01, -0.06, 0.01], [0.03, -0.03, -0.16], [0.13, -0.03, -0.05], [0.00, -0.01, -0.03]]}